No. 1
This record from OMol25 describes a structure of composition C4H6O2. The level of theory is wB97M-V/def2-TZVPD.

Structure (XYZ):
```
12
Properties=species:S:1:pos:R:3:mulliken_charge:R:1
O 1.49300 -1.18068 0.79164 -0.48
C 0.51615 -0.31092 0.56890 0.55
C -0.94050 -0.65325 0.41013 -0.50
C -1.03219 0.87313 0.11578 0.45
O -1.93483 1.58272 -0.24701 -0.59
C 0.40866 1.02744 0.38727 -0.63
H 2.33708 -0.71251 0.86538 0.33
H 0.28163 -0.43067 -2.23892 0.11
H -1.42475 -0.96738 1.33812 0.26
H -1.21629 -1.32687 -0.40911 0.26
H 0.40896 0.24002 -1.94483 -0.09
H 1.10309 1.85898 0.36265 0.34
```

Results
net charge: 0
max |F|: 0.0096 Eh/bohr
highest occupied orbital energy: -0.350 Eh
energy above the lowest of the compared OMol25 structures with the same formula, charge and spin: 60.3 kcal per mole

***

No. 2
This record from OMol25 describes a structure of composition C10H5Cl3N3S2Ti. The level of theory is wB97M-V/def2-TZVPD.

Structure (XYZ):
```
24
Properties=species:S:1:pos:R:3:lowdin_spin:R:1
Ti -1.36338 -0.95099 1.23379 0.93
Cl -0.88144 -3.24972 1.60046 0.02
C 0.72254 -0.51912 0.53374 0.00
C 1.47585 -1.51071 -0.10492 0.00
C 2.77721 -1.31964 -0.55477 0.00
C 3.40175 -0.09732 -0.36277 0.00
C 2.68938 0.90000 0.27776 0.00
Cl 3.49323 2.45256 0.51387 0.00
C 1.38107 0.71099 0.71060 0.00
S 0.54154 2.08986 1.44926 0.00
H 1.01845 -2.48353 -0.24928 0.00
H 3.30955 -2.12157 -1.05569 0.00
H 4.41308 0.09205 -0.69814 0.00
S -0.73420 0.04021 3.34882 0.00
C -0.89528 1.26103 2.10468 0.01
N -1.50984 1.09508 -4.91207 0.00
C -2.01287 0.61002 -3.98402 0.00
N -2.70811 0.04776 -3.01852 0.00
C -2.20556 -0.20599 -1.85937 0.00
N -1.83636 -0.52902 -0.80454 0.00
Cl -3.81440 -1.30349 1.53387 0.02
C -2.09561 1.57220 1.57404 0.02
H -3.01073 1.20243 2.01740 0.00
H -2.15586 2.21690 0.70580 0.00
```

Results
net charge: -2
spin multiplicity: 2
max |F|: 0.0074 Eh/bohr
highest occupied orbital energy (alpha / beta): -0.062 / -0.091 Eh
<S²>: 0.75
energy above the lowest of the compared OMol25 structures with the same formula, charge and spin: 0.0 kcal per mole

***

No. 3
This record from OMol25 describes a structure of composition C13H16BF4N2O3Tc. The level of theory is wB97M-V/def2-TZVPD.

Structure (XYZ):
```
40
Properties=species:S:1:pos:R:3:lowdin_spin:R:1
Tc 0.21740 -1.85062 -1.78849 2.56
O -0.56309 0.19420 4.55713 0.00
C -0.15347 -1.12465 4.34856 0.01
C -0.02300 -1.33664 2.87344 0.03
C 0.07436 -2.62088 2.32183 0.00
C 0.19900 -2.77302 0.96558 0.02
N 0.24333 -1.67951 0.16342 -0.01
C 0.12138 -0.40918 0.66411 0.01
C 0.00060 -0.22272 2.01374 0.01
C 0.08635 0.62064 -0.37983 0.01
C -0.04233 1.97126 -0.20603 0.00
C -0.11774 2.81600 -1.32895 0.03
C -0.28041 4.28996 -1.12795 0.01
O 0.08290 4.58058 0.19055 0.00
C -0.06380 2.24830 -2.60767 0.00
C 0.07252 0.89096 -2.74699 0.02
N 0.16318 0.10460 -1.64660 -0.01
H -0.76701 0.33995 5.48840 0.00
H -0.83640 -1.87477 4.76437 0.00
H 0.84343 -1.32824 4.77464 0.00
H 0.03580 -3.50655 2.94420 0.00
H 0.25137 -3.75172 0.49836 0.00
H -0.11607 0.76591 2.43790 0.00
H -0.08734 2.40983 0.78224 0.00
H -1.34195 4.50930 -1.33030 0.00
H 0.30788 4.82894 -1.87925 0.00
H 0.03965 5.53124 0.34763 0.00
H -0.12884 2.85959 -3.49941 0.00
H 0.11269 0.41392 -3.72141 0.00
C 3.47790 -1.60259 -1.47001 0.01
O 2.24315 -2.10432 -2.17869 0.08
H 4.00953 -0.96898 -2.17294 0.00
H 4.05116 -2.47687 -1.17754 0.00
H 3.12110 -1.04735 -0.60980 0.00
H 2.52358 -2.66079 -2.92768 0.00
F -1.58145 -2.04861 -1.86794 0.19
B -4.07722 -0.99294 -1.36727 0.00
F -4.79936 -1.96490 -1.84610 0.00
F -3.60209 -1.05032 -0.12869 0.00
F -3.69670 0.02096 -2.12655 0.00
```

Results
net charge: +3
spin multiplicity: 4
max |F|: 0.0045 Eh/bohr
highest occupied orbital energy (alpha / beta): -0.703 / -0.703 Eh
<S²>: 3.78

***

No. 4
This record from OMol25 describes a structure of composition C6H12NO in a non-equilibrium geometry. The level of theory is wB97M-V/def2-TZVPD.

Structure (XYZ):
```
20
Properties=species:S:1:pos:R:3:lowdin_spin:R:1
C -2.22924 -0.34158 -0.67295 0.00
O -3.30088 -0.10378 0.11098 0.00
C -0.83608 1.13228 0.81638 0.00
C -0.88977 -0.24493 0.06082 0.01
C 0.46517 -0.68426 -0.66161 0.03
N 2.89371 -0.70404 0.97942 0.16
C 2.70797 0.28003 0.03302 0.44
C 1.41656 0.49241 -0.76806 0.21
H -2.25661 -1.37551 -1.11890 0.00
H -2.15684 0.29040 -1.64488 0.00
H -0.67512 1.94282 0.10748 0.00
H -1.84788 1.30472 1.16811 0.00
H -0.98310 -1.11302 0.79300 0.00
H 0.08187 1.21717 1.49984 0.00
H 0.06191 -1.05975 -1.65422 0.01
H 0.96734 -1.44654 -0.12264 0.00
H 2.69210 -0.34541 1.94507 0.04
H 3.65295 0.59005 -0.28228 0.04
H 1.54372 0.76273 0.40415 0.04
H 1.26306 1.18723 -1.68409 0.01
```

Results
net charge: -2
spin multiplicity: 2
max |F|: 0.0717 Eh/bohr
highest occupied orbital energy (alpha / beta): 0.106 / 0.041 Eh
<S²>: 0.76
energy above the lowest of the compared OMol25 structures with the same formula, charge and spin: 85.2 kcal per mole

***

Q: The highest max |F| belongs to which entry?
A: C6H12NO

***

Q: Which of these has the highest max |F|?
A: C6H12NO

***

What did the third record say?
This record from OMol25 describes a structure of composition C13H16BF4N2O3Tc. The level of theory is wB97M-V/def2-TZVPD.

Structure (XYZ):
```
40
Properties=species:S:1:pos:R:3:lowdin_spin:R:1
Tc 0.21740 -1.85062 -1.78849 2.56
O -0.56309 0.19420 4.55713 0.00
C -0.15347 -1.12465 4.34856 0.01
C -0.02300 -1.33664 2.87344 0.03
C 0.07436 -2.62088 2.32183 0.00
C 0.19900 -2.77302 0.96558 0.02
N 0.24333 -1.67951 0.16342 -0.01
C 0.12138 -0.40918 0.66411 0.01
C 0.00060 -0.22272 2.01374 0.01
C 0.08635 0.62064 -0.37983 0.01
C -0.04233 1.97126 -0.20603 0.00
C -0.11774 2.81600 -1.32895 0.03
C -0.28041 4.28996 -1.12795 0.01
O 0.08290 4.58058 0.19055 0.00
C -0.06380 2.24830 -2.60767 0.00
C 0.07252 0.89096 -2.74699 0.02
N 0.16318 0.10460 -1.64660 -0.01
H -0.76701 0.33995 5.48840 0.00
H -0.83640 -1.87477 4.76437 0.00
H 0.84343 -1.32824 4.77464 0.00
H 0.03580 -3.50655 2.94420 0.00
H 0.25137 -3.75172 0.49836 0.00
H -0.11607 0.76591 2.43790 0.00
H -0.08734 2.40983 0.78224 0.00
H -1.34195 4.50930 -1.33030 0.00
H 0.30788 4.82894 -1.87925 0.00
H 0.03965 5.53124 0.34763 0.00
H -0.12884 2.85959 -3.49941 0.00
H 0.11269 0.41392 -3.72141 0.00
C 3.47790 -1.60259 -1.47001 0.01
O 2.24315 -2.10432 -2.17869 0.08
H 4.00953 -0.96898 -2.17294 0.00
H 4.05116 -2.47687 -1.17754 0.00
H 3.12110 -1.04735 -0.60980 0.00
H 2.52358 -2.66079 -2.92768 0.00
F -1.58145 -2.04861 -1.86794 0.19
B -4.07722 -0.99294 -1.36727 0.00
F -4.79936 -1.96490 -1.84610 0.00
F -3.60209 -1.05032 -0.12869 0.00
F -3.69670 0.02096 -2.12655 0.00
```

Results
net charge: +3
spin multiplicity: 4
max |F|: 0.0045 Eh/bohr
highest occupied orbital energy (alpha / beta): -0.703 / -0.703 Eh
<S²>: 3.78